Record 1
The following is a quantum chemistry calculation of a structure of composition C9H26CuF3N10O7 in a non-equilibrium geometry, from the Open Molecules 2025 dataset.

XYZ file:
```
56
Properties=species:S:1:pos:R:3:forces:R:3
Cu -0.460 0.479 0.012 0.0 -0.6 1.0
C -1.338 -2.049 2.252 -1.6 2.3 -1.0
O -1.318 -1.705 3.588 1.2 -0.7 3.2
O -1.700 -0.872 1.623 1.9 -1.2 -1.3
C -0.038 -2.845 1.779 -0.6 -0.2 3.3
F 1.148 -2.290 1.968 1.1 2.4 1.0
F 0.189 -4.055 2.332 -0.9 -1.6 2.7
F -0.068 -3.213 0.592 -1.2 0.2 -6.8
C -0.784 -2.642 4.554 0.4 0.0 -0.3
C -1.358 -2.443 5.942 -0.1 0.5 -1.0
H -0.780 -3.057 6.634 -0.1 0.2 0.2
H -1.306 -1.378 6.168 0.0 -0.1 0.4
H -2.401 -2.760 5.917 0.0 0.1 0.3
H 0.300 -2.529 4.574 0.2 0.2 0.1
H -0.910 -3.701 4.327 -0.5 0.0 -0.6
H -2.215 -2.694 2.201 0.2 -1.4 -0.8
C 1.258 3.339 0.671 0.0 1.3 0.0
O 0.302 2.642 0.808 -2.7 -2.4 0.4
N 2.381 3.005 0.128 3.7 -3.1 -2.6
N 1.294 4.606 1.005 -0.9 3.7 1.5
H 3.149 3.606 -0.137 -0.5 0.0 0.3
H 2.372 2.096 -0.311 0.2 -0.3 0.1
H 0.495 4.990 1.489 0.4 0.2 -0.1
H 2.119 5.152 0.799 -0.6 0.1 0.4
C 1.662 1.779 -3.461 -1.9 1.3 1.9
O 2.119 0.855 -4.047 1.3 -3.6 -1.9
N 2.261 2.947 -3.485 2.5 3.3 -0.7
N 0.581 1.763 -2.690 -0.9 -0.5 0.3
H 1.908 3.815 -3.108 -0.1 -0.4 -0.1
H 3.010 2.996 -4.161 -0.1 0.3 0.2
H 0.078 0.888 -2.658 -0.3 0.3 0.4
H 0.303 2.589 -2.179 -0.5 -0.5 0.0
C 2.572 -0.925 -0.552 -3.2 3.1 -0.2
O 1.846 0.000 -0.162 0.1 0.5 1.3
N 2.827 -1.039 -1.803 1.5 -0.7 -4.8
N 3.008 -1.931 0.100 1.6 -3.0 3.8
H 2.545 -0.375 -2.510 0.0 0.1 -0.2
H 3.364 -1.864 -2.026 0.0 0.6 -1.0
H 3.503 -2.651 -0.407 -0.2 0.0 0.9
H 2.667 -2.032 1.045 0.4 -0.4 -0.2
C -2.919 2.523 -0.778 0.0 -0.5 -2.1
O -1.994 2.566 -1.519 4.2 -0.1 -2.3
N -3.499 1.419 -0.425 -1.8 -2.7 2.1
N -3.609 3.594 -0.533 -2.0 3.2 1.8
H -3.264 0.518 -0.816 0.2 0.2 0.6
H -4.256 1.583 0.224 0.0 -1.3 -0.2
H -4.348 3.480 0.146 -0.1 1.1 -0.4
H -3.371 4.431 -1.045 -0.2 -0.1 0.7
C -0.847 -1.862 -2.477 -1.0 0.0 -0.5
O -0.616 -0.816 -1.919 0.2 1.8 0.8
N 0.048 -2.813 -2.635 2.5 -1.5 0.4
N -2.023 -2.192 -3.032 -1.1 -0.3 -0.3
H -0.105 -3.679 -3.132 0.1 0.4 0.2
H 0.939 -2.623 -2.199 0.0 -0.3 -0.1
H -2.050 -3.153 -3.342 -0.8 0.6 -0.4
H -2.667 -1.472 -3.327 0.0 -0.5 0.1
```
Positions in Å, forces in eV/Å.

## Properties
Energy above the lowest of the compared OMol25 structures with the same formula, charge and spin: 338.94 kJ/mol
Energy: -3372.9216 hartree
Charge: 0
HOMO-LUMO gap: 7.33 eV

Here are the Mulliken charges for atoms 1 to 8, given in e:
1 Cu 1.154
2 C -0.021
3 O -0.312
4 O -0.643
5 C 0.861
6 F -0.438
7 F -0.325
8 F -0.337

***

Record 2
The following is a quantum chemistry calculation of the molecule C22H31N3O4, from the Open Molecules 2025 dataset.

XYZ file:
```
60
Properties=species:S:1:pos:R:3:forces:R:3
C 1.984 3.429 0.282 0.0 0.0 0.1
C 0.737 3.497 1.125 0.0 0.0 0.0
O -0.238 2.609 0.531 0.2 -0.1 0.1
C -1.405 2.551 1.167 -0.2 0.3 -0.3
O -1.725 3.280 2.066 0.0 0.0 0.2
C -2.316 1.460 0.593 0.1 -0.1 0.1
C -1.939 0.133 1.292 0.0 -0.1 0.0
C -0.453 -0.061 1.592 0.0 0.1 0.0
O 0.016 0.299 2.662 0.0 0.0 0.0
N 0.262 -0.668 0.625 0.0 0.2 -0.1
C 1.709 -0.780 0.715 0.1 -0.3 0.0
C 2.108 -1.849 1.749 0.0 0.0 0.0
C 1.662 -3.232 1.378 0.0 0.0 0.0
C 0.371 -3.680 1.630 0.0 0.0 0.0
C -0.005 -4.942 1.204 0.0 0.0 0.0
C 0.928 -5.725 0.541 0.0 0.0 0.0
N 2.176 -5.330 0.309 0.0 0.0 0.0
C 2.517 -4.115 0.726 0.0 0.0 0.0
C 2.304 -1.028 -0.678 -0.1 0.3 -0.1
C 1.531 -1.998 -1.621 0.1 -0.1 0.1
C 1.269 -1.223 -2.924 0.0 0.0 0.0
C 2.347 -0.140 -2.939 0.0 0.0 0.0
C 2.390 0.288 -1.477 0.0 -0.1 0.0
C -3.768 1.823 0.908 0.0 0.0 0.0
C -4.180 3.079 0.153 0.0 0.0 0.0
C -4.099 2.843 -1.343 0.0 0.0 0.0
N -2.866 2.151 -1.704 0.0 0.0 0.0
C -2.124 1.333 -0.922 0.0 0.0 0.0
O -1.342 0.536 -1.422 0.0 0.0 0.0
H 2.734 4.107 0.691 0.0 0.0 0.0
H 2.396 2.421 0.280 0.0 0.1 0.0
H 1.778 3.721 -0.748 0.0 0.0 0.0
H 0.909 3.162 2.148 0.0 0.0 0.0
H 0.313 4.501 1.157 0.0 0.0 0.0
H -2.429 0.127 2.266 0.0 0.0 0.0
H -2.324 -0.695 0.695 0.0 0.0 0.0
H -0.161 -0.623 -0.294 0.0 0.0 0.0
H 2.102 0.171 1.092 0.0 0.0 0.0
H 3.197 -1.823 1.841 0.0 0.0 0.0
H 1.686 -1.557 2.711 0.0 0.0 0.0
H -0.327 -3.042 2.160 0.0 0.0 0.0
H -1.003 -5.321 1.384 0.0 0.0 0.0
H 0.665 -6.717 0.190 0.0 0.0 0.0
H 3.543 -3.815 0.529 0.0 0.0 0.0
H 3.317 -1.412 -0.529 0.0 0.0 0.0
H 2.137 -2.883 -1.816 0.0 0.0 0.0
H 0.608 -2.370 -1.173 0.0 0.0 0.0
H 1.301 -1.872 -3.800 0.0 0.0 0.0
H 0.286 -0.751 -2.894 0.0 0.0 0.0
H 3.311 -0.564 -3.239 0.0 0.0 0.0
H 2.119 0.682 -3.618 0.0 0.0 0.0
H 1.504 0.896 -1.260 0.0 0.0 0.0
H 3.270 0.876 -1.208 0.0 0.0 0.0
H -4.406 0.980 0.624 0.0 0.0 0.0
H -3.860 1.971 1.982 0.0 0.0 0.0
H -5.198 3.367 0.412 0.0 0.0 0.0
H -3.527 3.903 0.444 0.0 0.0 0.0
H -4.954 2.240 -1.668 0.0 0.0 0.0
H -4.138 3.787 -1.889 0.0 0.0 0.0
H -2.701 1.990 -2.687 0.0 0.0 0.0
```
Positions in Å, forces in eV/Å.

## Properties
Energy above the lowest of the compared OMol25 structures with the same formula, charge and spin: 41.14 kJ/mol
Energy: -1322.2356 hartree
Structure (SMILES): CCOC(=O)[C@@]1(CC(=O)N[C@@H](Cc2cccnc2)C2CCCC2)CCCNC1=O
Charge: 0
HOMO-LUMO gap: 9.62 eV

Here are the Mulliken charges for atoms 1 to 8, given in e:
1 C -0.926
2 C -0.463
3 O -0.112
4 C -0.157
5 O -0.619
6 C 2.604
7 C -1.964
8 C 0.321

***

Record 3
The following is a quantum chemistry calculation of a cluster of 6 separate species, C45H100BrN5 in total in a non-equilibrium geometry, from the Open Molecules 2025 dataset.

XYZ file:
```
151
Properties=species:S:1:pos:R:3:forces:R:3
C 0.879 7.339 -5.307 -0.5 1.4 0.4
C 0.792 8.059 -3.940 -2.5 -0.6 -0.1
C 0.733 7.014 -2.815 0.0 -0.7 0.7
C -0.628 6.232 -2.452 1.1 0.8 -0.3
N -0.494 5.207 -1.280 2.2 -0.4 0.3
C 0.101 5.791 0.072 -0.2 1.3 -0.6
C -0.971 5.538 1.083 -0.6 -0.9 0.9
C -2.273 5.226 0.347 0.0 1.6 -0.2
C -1.814 4.576 -0.899 -0.3 -1.7 -0.5
C 0.476 4.087 -1.668 0.9 0.7 -1.6
H 1.945 7.239 -5.511 -0.3 -0.4 -0.6
H 0.343 7.925 -6.053 0.7 0.3 -0.3
H 0.296 6.419 -5.345 0.5 -0.4 0.4
H -0.139 8.611 -3.810 -0.4 0.2 -0.6
H 1.505 8.868 -3.780 0.6 -0.6 0.0
H 1.080 7.562 -1.939 0.1 -0.6 0.4
H 1.426 6.250 -3.167 0.4 -0.1 0.7
H -0.983 5.637 -3.294 0.1 0.0 0.0
H -1.420 6.940 -2.210 0.0 -0.1 0.4
H 1.114 5.436 0.267 -0.4 -0.9 -0.1
H 0.322 6.859 0.081 -0.6 0.2 -1.1
H -0.731 4.626 1.630 0.0 0.1 0.2
H -1.164 6.344 1.791 0.5 0.0 0.0
H -2.926 4.675 1.023 -0.2 -0.1 -0.6
H -2.768 6.111 -0.055 -0.3 0.5 1.0
H -1.709 3.512 -0.687 0.8 -0.1 -0.3
H -2.508 4.623 -1.738 0.1 0.4 0.0
H 0.190 3.565 -2.580 -1.2 -0.5 0.5
H 0.824 3.434 -0.867 -0.9 0.1 0.1
H 1.379 4.484 -2.133 0.2 0.9 0.7
C 7.034 0.678 5.349 -0.5 0.7 0.0
C 6.097 1.855 5.016 0.0 -0.8 0.8
C 4.804 1.343 4.324 1.8 0.0 -0.2
C 3.831 2.464 4.039 -0.7 -0.1 -0.5
N 2.681 2.080 3.042 -2.7 -1.3 1.2
C 1.652 3.208 2.586 2.4 0.1 -0.1
C 0.544 3.289 3.596 -1.1 0.0 -0.4
C 0.703 2.090 4.494 0.6 -2.0 1.1
C 1.655 1.127 3.694 -0.5 1.9 0.3
C 3.160 1.262 1.889 0.7 1.6 -0.1
H 7.918 1.091 5.833 0.1 -0.2 -0.1
H 7.312 0.179 4.421 0.1 -0.3 0.2
H 6.533 0.029 6.067 0.2 -0.3 -0.2
H 6.681 2.494 4.354 -0.5 0.5 0.1
H 5.883 2.298 5.989 -0.1 0.7 -0.3
H 4.409 0.517 4.916 -0.3 0.2 0.1
H 5.303 0.897 3.464 -0.8 0.0 -0.6
H 4.319 3.358 3.653 0.0 -0.2 -0.3
H 3.392 2.755 4.993 -0.5 0.1 -0.2
H 1.335 2.857 1.604 -0.2 0.0 0.1
H 2.187 4.153 2.489 0.3 -0.1 -0.1
H -0.369 3.205 3.008 -0.2 -0.4 0.1
H 0.401 4.253 4.084 0.7 -0.1 0.3
H -0.228 1.575 4.734 -0.2 0.0 -0.5
H 1.070 2.254 5.506 0.4 0.6 -0.2
H 1.050 0.803 2.847 0.2 -0.5 -0.1
H 2.228 0.314 4.140 -0.4 0.1 0.4
H 3.604 0.334 2.250 0.5 0.5 0.0
H 3.801 2.048 1.488 0.9 -1.1 -1.1
H 2.374 0.972 1.191 -0.3 0.5 0.2
C -0.050 -6.929 0.994 -0.3 0.4 0.6
C 1.371 -7.055 1.533 -0.1 2.0 0.3
C 2.173 -5.710 1.309 0.7 0.1 0.3
C 2.306 -5.285 -0.143 -0.3 1.0 -0.8
N 3.265 -4.102 -0.442 1.5 0.2 -0.6
C 2.764 -2.791 0.228 -0.1 -1.1 -1.6
C 1.649 -2.254 -0.755 1.1 -1.0 0.1
C 1.997 -2.877 -2.149 -0.8 0.3 0.4
C 3.244 -3.732 -1.955 -0.6 1.0 0.3
C 4.794 -4.433 -0.112 -2.2 -0.3 -0.9
H -0.758 -7.514 1.580 0.2 -1.1 -0.8
H -0.010 -7.071 -0.086 -0.7 -0.4 0.1
H -0.552 -5.984 1.201 0.6 0.8 -0.2
H 1.801 -7.935 1.056 0.5 0.3 0.2
H 1.382 -7.162 2.618 -0.1 -0.4 -0.1
H 3.084 -5.654 1.906 1.0 -1.2 -0.7
H 1.825 -4.821 1.835 -1.7 -0.2 0.1
H 1.373 -4.845 -0.495 -0.4 0.0 0.3
H 2.402 -6.091 -0.871 1.0 -0.1 0.2
H 3.685 -2.208 0.214 -0.4 0.5 0.2
H 2.454 -3.039 1.244 0.0 0.3 -0.1
H 1.684 -1.165 -0.777 -0.4 -0.2 0.1
H 0.657 -2.644 -0.526 0.0 0.5 0.6
H 2.059 -2.049 -2.854 0.8 -0.3 -0.2
H 1.169 -3.464 -2.548 -0.1 -0.2 0.3
H 4.061 -3.040 -2.161 0.5 -0.5 0.3
H 3.278 -4.584 -2.633 0.2 -0.2 0.5
H 4.865 -5.321 -0.741 0.6 -0.5 0.9
H 4.899 -4.507 0.970 0.1 -0.4 -0.3
H 5.499 -3.732 -0.559 -0.5 0.5 0.2
C -5.760 2.157 -2.982 -1.3 -0.5 -0.6
C -5.172 0.778 -2.740 0.3 0.4 0.1
C -3.988 0.678 -3.643 2.1 -1.8 -0.2
C -2.979 -0.449 -3.210 0.8 -0.1 0.1
N -1.607 -0.557 -3.992 -1.1 0.5 -1.2
C -1.820 -0.570 -5.545 -0.2 0.2 0.6
C -2.159 -2.040 -5.893 -0.7 1.8 0.4
C -1.288 -2.774 -4.899 1.0 -1.3 -0.4
C -0.852 -1.866 -3.730 -1.7 1.0 -0.8
C -0.772 0.601 -3.634 1.0 0.3 0.3
H -5.998 2.296 -4.036 -0.1 -0.2 -0.2
H -5.077 2.982 -2.776 -0.1 -0.1 0.6
H -6.717 2.180 -2.460 0.2 0.7 0.2
H -5.826 -0.052 -3.009 -0.5 0.2 0.4
H -4.892 0.740 -1.688 0.1 -0.4 0.1
H -3.488 1.646 -3.615 0.2 -0.1 -0.4
H -4.340 0.397 -4.636 0.1 0.6 -0.2
H -3.383 -1.461 -3.188 -0.4 0.0 -0.6
H -2.655 -0.321 -2.177 0.2 0.4 0.1
H -0.878 -0.225 -5.971 0.3 -0.5 0.0
H -2.483 0.262 -5.781 -0.5 -0.5 0.0
H -2.067 -2.251 -6.958 0.8 0.0 0.1
H -3.205 -2.296 -5.728 -0.2 0.4 0.4
H -0.340 -3.038 -5.368 -0.2 -0.4 -0.2
H -1.824 -3.693 -4.659 0.4 0.0 0.6
H 0.194 -1.580 -3.830 -0.1 -0.3 0.3
H -1.145 -2.191 -2.732 0.4 -0.1 0.0
H -1.321 1.542 -3.671 -0.1 -0.3 0.2
H 0.082 0.701 -4.304 -0.2 -0.2 -0.4
H -0.290 0.425 -2.672 -0.6 0.2 0.4
C -6.071 -2.806 -0.454 0.5 -0.3 -0.6
C -4.547 -2.602 -0.308 0.0 0.6 2.1
C -3.999 -2.588 1.203 -1.1 -2.0 -1.9
C -2.492 -2.783 1.155 -1.3 0.8 0.9
N -1.920 -2.772 2.566 1.9 0.3 0.0
C -0.495 -3.243 2.468 0.6 -0.7 0.2
C -0.099 -3.819 3.855 1.3 0.0 0.2
C -1.375 -4.032 4.644 -1.0 1.1 0.3
C -2.492 -3.724 3.623 -0.4 -0.7 -0.8
C -1.869 -1.326 3.138 -1.8 -2.6 -0.6
H -6.393 -2.114 -1.232 -0.4 -0.2 0.1
H -6.719 -2.685 0.414 0.4 0.2 0.2
H -6.205 -3.823 -0.821 -0.4 0.1 0.0
H -4.293 -1.668 -0.807 0.4 -0.1 0.0
H -4.029 -3.455 -0.746 0.1 0.2 -0.4
H -4.369 -3.555 1.542 -0.3 0.0 0.5
H -4.457 -1.854 1.866 0.5 0.4 -0.3
H -2.092 -1.979 0.537 0.8 0.2 0.5
H -2.241 -3.729 0.676 -0.1 -0.1 0.2
H 0.108 -2.481 1.975 0.1 0.4 0.6
H -0.442 -4.056 1.743 -0.4 -0.2 0.1
H 0.616 -3.266 4.465 -0.2 0.9 -0.3
H 0.493 -4.731 3.781 -0.4 -0.4 -0.6
H -1.431 -3.358 5.499 0.0 0.3 -0.1
H -1.486 -5.003 5.126 -0.1 -0.2 -0.6
H -3.456 -3.331 3.948 0.3 0.0 0.3
H -2.676 -4.672 3.118 -0.3 0.1 -0.4
H -1.614 -1.551 4.173 0.8 1.1 -0.1
H -2.931 -1.079 3.151 0.2 0.7 0.0
H -1.310 -0.766 2.388 0.3 0.5 0.8
Br -0.274 0.852 0.134 0.0 -0.2 0.2
```
Positions in Å, forces in eV/Å.

## Properties
Energy above the lowest of the compared OMol25 structures with the same formula, charge and spin: 570.45 kJ/mol
Energy: -4620.9475 hartree
Charge: +4
HOMO-LUMO gap: 9.42 eV

Here are the Mulliken charges for atoms 1 to 8, given in e:
1 C -1.121
2 C -0.735
3 C -0.413
4 C -0.647
5 N 0.962
6 C -0.952
7 C 0.682
8 C -0.939

***

Record 4
The following is a quantum chemistry calculation of a structure of composition C6H18AlF3N4O5PS2 in a non-equilibrium geometry, from the Open Molecules 2025 dataset.

XYZ file:
```
40
Properties=species:S:1:pos:R:3:forces:R:3
Al -1.032 -3.191 -2.556 1.1 1.4 0.6
N 1.603 -3.133 -1.495 0.3 5.5 -1.2
S 2.618 -4.068 -0.899 4.9 -8.4 1.9
O 3.484 -3.599 0.197 -1.9 -0.3 -2.0
O 3.199 -5.080 -1.853 -1.6 3.2 2.4
F 1.520 -4.912 -0.134 -0.4 -0.9 0.5
S 2.650 -1.745 -1.511 0.7 3.4 -2.1
O 4.077 -1.941 -1.770 -2.9 -0.4 0.1
O 2.299 -0.586 -0.732 -0.1 -1.8 0.9
F 2.024 -1.232 -2.881 0.1 -0.5 -0.9
F -1.474 -0.903 -4.152 0.1 -0.5 0.3
O -0.855 -0.847 -0.767 -0.3 -0.8 -1.4
P -0.692 0.307 0.126 -0.3 3.2 2.6
N -2.284 0.915 0.640 0.6 -1.6 -0.4
C -3.261 1.406 -0.368 2.2 -0.2 0.1
C -2.709 1.388 1.964 1.5 1.0 -0.7
N 0.158 1.673 -0.566 -0.3 -2.2 0.6
C 0.339 3.026 -0.058 -1.2 -0.9 1.2
C 0.252 1.683 -1.985 1.3 -0.2 -1.5
N 0.101 -0.078 1.557 -0.1 -0.1 0.4
C 1.367 0.404 2.132 -0.4 0.7 -0.7
C -0.373 -1.206 2.392 -0.6 0.2 -0.9
H -2.810 2.303 -0.791 -0.5 0.5 -0.3
H -4.165 1.654 0.189 -0.2 -0.3 -0.8
H -3.335 0.691 -1.187 -0.6 -0.1 0.1
H -3.783 1.561 1.897 0.1 -0.7 0.7
H -2.297 2.393 2.055 0.0 0.4 0.6
H -2.331 0.824 2.817 -0.4 -0.3 -0.2
H 1.165 3.552 -0.537 -0.3 -0.2 -0.4
H -0.649 3.460 -0.212 0.3 1.2 0.2
H 0.588 3.026 1.004 -0.3 0.0 0.1
H 0.551 0.712 -2.381 -0.4 0.0 0.0
H -0.552 2.118 -2.579 -0.9 -0.2 0.3
H 1.065 2.356 -2.255 0.4 -0.1 0.0
H 1.855 1.178 1.539 0.0 -0.4 -0.4
H 1.174 0.913 3.076 -0.1 -0.4 0.4
H 2.004 -0.472 2.252 0.3 0.3 0.1
H 0.361 -1.989 2.584 0.5 0.1 -0.6
H -1.199 -1.664 1.848 -0.2 -0.1 0.4
H -0.652 -0.895 3.399 -0.4 0.4 -0.1
```
Positions in Å, forces in eV/Å.

## Properties
Multiplicity: 2
Energy: -2514.2036 hartree
Charge: 0
HOMO-LUMO gap (alpha / beta): 6.95 / 2.87 eV

Here are the Mulliken charges for atoms 1 to 8, given in e:
1 Al 1.076
2 N 0.016
3 S 0.941
4 O -0.554
5 O -0.653
6 F -0.292
7 S 0.914
8 O -0.523